The following is a quantum chemistry calculation of 2 unconnected molecules or ions with the total composition CH5NOP at a distorted geometry, from the OMol25 dataset.

Structure (XYZ):
```
9
Properties=species:S:1:pos:R:3:lowdin_charge:R:1
N -0.4416 0.7966 -0.1372 -0.53
P -0.6895 -0.0658 -1.6748 1.01
C 0.7364 0.7123 0.5280 0.04
H 0.6691 -1.0731 1.6002 0.30
H 1.5825 0.2919 0.0023 0.08
H 0.8934 1.3877 1.3582 0.11
H -2.0628 0.1845 -1.7215 -0.05
O -1.2990 1.6049 0.1929 0.10
H -0.7042 -1.3450 -1.1077 -0.06
```

The calculation puts the LUMO energy (spin up / spin down) at -7.4 / -8.1 eV. The HOMO energy (spin up / spin down) comes out at -15.7 / -15.7 eV. Its spin multiplicity is 1. For the frontier orbital gap (spin up / spin down), the calculation gives 8.29 / 7.61 eV. As for the charge: +1.